# 1
This record from OMol25 describes a structure of composition C46H57N3O4S7Sr. The level of theory is ωB97M-V/def2-TZVPD.

2S+1: 1
HOMO energy in eV: -6.14
E_LUMO in eV: 0.324
F_max in eV/Å: 5.190
Frontier orbital gap in eV: 6.47
Energy in eV: -137968.2335

Structure (XYZ):
```
118
Properties=species:S:1:pos:R:3:forces:R:3
Sr -0.430313 -0.507599 -1.155846 -1.136 1.700 4.771
C 1.804238 1.366050 2.851248 0.200 -0.008 -0.080
C 0.470258 2.093723 2.921941 -0.203 0.097 0.034
S -0.047238 2.876183 1.381448 0.061 0.196 -0.051
C 1.331646 4.027834 1.112588 -0.134 -0.073 0.046
C 1.328363 4.522704 -0.325716 0.053 -0.037 -0.073
S 1.840726 3.326005 -1.591200 0.019 0.001 -0.041
C 3.648143 3.522460 -1.584633 -0.115 0.036 -0.049
C 4.397496 2.542743 -0.696417 0.061 -0.144 0.009
S 4.135118 0.853480 -1.305225 0.031 0.079 0.003
C 4.558139 -0.135396 0.151393 -0.004 0.021 -0.047
C 3.866932 0.268051 1.446760 -0.085 0.070 0.045
S 2.140875 0.757999 1.169932 0.053 -0.272 0.171
H 1.776232 0.541585 3.561733 0.077 0.047 -0.008
H 2.622706 2.038332 3.122325 0.030 0.002 -0.059
H 0.502148 2.835692 3.723163 -0.044 -0.077 0.007
H -0.329797 1.388891 3.157057 0.003 0.041 -0.031
H 2.270225 3.525022 1.335095 0.060 -0.041 0.033
H 1.223537 4.881014 1.786254 0.003 0.005 0.022
H 1.967855 5.401005 -0.423654 0.005 0.038 -0.001
H 0.321169 4.826616 -0.612329 -0.052 0.032 -0.029
H 3.878773 4.547045 -1.289482 0.018 0.029 -0.013
H 3.973023 3.406655 -2.620481 -0.018 0.004 -0.017
H 4.018325 2.613167 0.321793 0.013 -0.031 0.021
H 5.464202 2.781294 -0.700175 -0.026 0.002 0.021
H 5.639906 -0.145115 0.302282 -0.037 -0.007 0.001
H 4.243183 -1.135343 -0.136572 0.040 -0.013 0.002
H 4.376953 1.122664 1.903387 -0.036 -0.042 -0.014
H 3.922719 -0.563354 2.150846 -0.006 -0.014 0.026
C 1.800803 1.057771 -9.096527 0.020 0.012 -0.072
C 1.335480 0.509690 -7.780825 0.018 0.043 0.047
C 1.904333 0.932613 -6.585159 -0.001 -0.037 0.056
C 1.479952 0.412767 -5.371516 0.045 0.098 -0.019
C 0.473277 -0.536116 -5.357854 0.029 -0.041 0.263
C -0.103122 -0.977465 -6.535250 -0.134 -0.053 -0.082
C 0.328946 -0.449973 -7.737344 -0.040 -0.041 -0.022
S -0.084984 -1.183446 -3.804668 0.065 -0.423 -1.931
O -1.113950 -0.245116 -3.319282 0.066 -0.364 -1.067
O -0.572884 -2.527534 -4.048363 0.091 0.264 -0.103
N 1.089916 -1.083038 -2.772671 0.025 -0.086 -1.604
C 1.967892 -2.130062 -2.631417 0.559 -0.229 0.043
C 2.371699 -2.951884 -3.685675 0.100 -0.107 -0.007
C 3.239610 -3.982708 -3.405860 0.105 -0.151 0.066
C 3.684785 -4.167630 -2.100996 0.009 -0.029 -0.061
C 3.240677 -3.285552 -1.133909 0.154 -0.180 0.043
N 2.408730 -2.283965 -1.382665 -0.146 0.119 -0.048
H 2.440078 1.925985 -8.957231 0.041 0.051 -0.008
H 0.955363 1.350243 -9.718604 -0.016 0.010 -0.022
H 2.368157 0.307223 -9.648508 0.017 -0.015 -0.019
H 2.694139 1.671968 -6.601708 0.029 0.043 0.005
H 1.927261 0.732349 -4.440980 0.066 0.029 0.094
H -0.879476 -1.726830 -6.500420 -0.055 -0.073 -0.014
H -0.117835 -0.792445 -8.660828 -0.042 -0.021 -0.061
H 2.004130 -2.786281 -4.688878 0.031 0.008 0.017
H 3.569833 -4.641267 -4.199385 0.021 -0.012 0.006
H 4.361969 -4.966755 -1.843782 0.051 -0.068 0.018
H 3.557352 -3.386195 -0.101529 0.026 -0.041 0.029
N -0.346752 -4.210406 -1.744695 -0.036 -0.041 -0.149
C -0.347237 -3.621704 -0.747057 0.086 0.058 0.104
H -0.370496 -4.490481 -2.704904 -0.009 -0.012 -0.078
C -1.373571 -2.871692 4.191419 0.157 0.084 -0.077
S -0.280281 -1.680661 3.378331 -0.125 -0.336 -0.241
O 0.229167 -0.786728 4.449690 0.104 0.226 0.356
C 1.073748 -2.825100 3.033351 -0.056 0.077 0.139
C 2.322666 -2.518635 3.549786 -0.172 0.005 0.013
C 3.394152 -3.358857 3.288578 0.092 0.047 0.026
C 3.214065 -4.494184 2.517332 -0.025 -0.055 -0.063
C 1.959802 -4.789330 1.998788 0.056 -0.055 -0.029
C 0.887398 -3.953180 2.251217 -0.089 0.000 -0.014
H -0.827492 -3.400125 4.969909 0.039 0.016 0.007
H -1.766804 -3.554574 3.443827 -0.024 -0.082 -0.080
H -2.189496 -2.292695 4.614385 -0.039 0.096 -0.006
H 2.427846 -1.643241 4.172893 0.014 0.095 0.062
H 4.369701 -3.128987 3.697156 0.023 0.003 0.015
H 4.048552 -5.151000 2.318416 0.065 -0.060 -0.012
H 1.817147 -5.672366 1.391506 -0.005 -0.049 -0.037
H -0.083155 -4.173562 1.832195 -0.048 0.000 -0.029
C -7.364958 -2.892060 0.002099 -0.045 -0.019 -0.002
C -6.938983 -1.575329 -0.094573 -0.081 0.016 0.013
C -5.589524 -1.274437 -0.093062 0.013 0.035 0.061
C -4.631274 -2.281574 0.012943 -0.240 -0.021 -0.015
C -5.074809 -3.600220 0.094105 0.063 0.012 -0.006
C -6.423777 -3.905448 0.095304 -0.105 -0.029 0.013
C -3.186657 -1.989270 -0.031764 0.177 -0.062 -0.190
C -2.494271 -0.978265 0.514462 0.238 -0.047 -0.063
C -3.157371 -0.090769 1.469695 0.159 0.014 0.100
C -3.008388 1.296175 1.384033 0.055 0.050 -0.163
C -3.580884 2.145029 2.313982 -0.064 0.034 0.123
C -4.298976 1.631022 3.386499 0.018 0.079 -0.030
C -4.418394 0.254436 3.515313 -0.029 0.021 0.059
C -3.854829 -0.590131 2.576988 0.065 -0.015 0.073
H -8.420181 -3.125674 -0.003167 -0.067 -0.017 0.006
H -7.665065 -0.777615 -0.173907 -0.049 0.044 -0.009
H -5.262459 -0.246348 -0.167456 0.017 0.042 -0.021
H -4.343322 -4.395613 0.164684 0.065 -0.053 -0.015
H -6.742358 -4.935863 0.167230 -0.037 -0.083 0.006
H -2.653674 -2.739034 -0.618776 0.047 -0.042 -0.126
H -2.420025 1.704188 0.566562 -0.059 -0.078 0.087
H -3.442723 3.214551 2.216687 -0.007 0.068 -0.005
H -4.743893 2.290889 4.117649 -0.010 0.045 0.053
H -4.961117 -0.163470 4.352884 -0.033 -0.023 0.066
H -3.947140 -1.661365 2.692728 -0.060 -0.108 -0.029
C -3.802952 3.933721 -1.028345 0.028 -0.100 0.046
C -3.317023 3.555954 -2.412916 0.163 0.043 -0.082
S -1.515424 3.357620 -2.426932 -0.350 0.430 -0.317
O -1.248732 2.199442 -1.526713 0.255 -0.791 0.169
C -1.336191 2.813111 -4.163225 -0.135 0.117 0.101
C -0.283301 3.612589 -4.906901 -0.051 0.075 0.015
H -4.885418 4.053255 -1.031543 -0.030 0.002 -0.002
H -3.357164 4.869509 -0.698473 0.043 0.110 0.052
H -3.551901 3.155910 -0.308698 -0.048 0.083 -0.051
H -3.535935 4.331551 -3.149667 -0.017 0.009 -0.055
H -3.741057 2.609383 -2.747826 -0.005 -0.080 -0.045
H -2.308943 2.888479 -4.649392 -0.035 -0.013 0.023
H -1.080490 1.763175 -4.081447 0.015 -0.131 0.010
H -0.547612 4.668921 -4.955744 -0.002 0.047 -0.015
H -0.188891 3.239197 -5.925660 0.012 -0.029 -0.054
H 0.682532 3.532445 -4.417806 0.147 -0.002 0.064
```
Positions in Å, forces in eV/Å.

=====

# 2
This record from OMol25 describes a structure of composition C46H58F5N9O6P2ReTe. The level of theory is ωB97M-V/def2-TZVPD.

Net charge: +2
2S+1: 2
⟨S²⟩: 0.930
HOMO energy (spin up / spin down) in eV: -12.56 / -12.66
E_LUMO (spin up / spin down) in eV: -8.190 / -7.558
F_max in eV/Å: 3.445
Frontier orbital gap (spin up / spin down) in eV: 4.37 / 5.10
Energy in eV: -115915.0205

Structure (XYZ):
```
128
Properties=species:S:1:pos:R:3:forces:R:3
Re -0.264052 0.160391 0.413977 -0.980 1.346 0.966
N -0.798052 2.217291 1.541377 0.608 -0.846 -0.216
C -2.180752 2.572291 1.208577 -0.903 -0.394 -0.413
C -2.917952 1.352891 0.585377 -1.097 2.910 -0.331
O -3.926352 1.502691 -0.058823 0.322 -0.231 0.384
O -2.351452 0.231591 0.852677 2.401 -1.477 -1.103
H -0.725652 2.040591 2.543477 0.046 0.042 -0.132
H -0.176352 2.986491 1.304277 0.054 -0.137 -0.005
H -2.224752 3.390591 0.488177 0.098 -0.089 0.122
H -2.751552 2.852591 2.099477 0.115 0.046 -0.073
O -0.694352 1.331891 -1.630323 -0.065 -1.197 3.230
P -0.467052 1.757091 -3.031823 -0.049 1.503 -2.994
N -1.944952 1.655291 -3.828323 1.044 -0.597 0.853
C -2.110852 1.842991 -5.262423 0.353 0.119 -0.476
C -3.623352 1.882491 -5.469923 0.070 0.097 0.121
C -4.116252 2.528891 -4.177323 0.100 -0.071 -0.017
C -3.197552 1.911791 -3.128223 -0.408 -0.029 0.530
N 0.042648 3.353891 -3.093123 -0.257 -1.277 0.530
C 0.903848 4.061891 -4.030523 0.661 -0.047 -0.569
C 0.744548 5.543491 -3.683723 -0.031 -0.105 0.121
C 0.340048 5.506691 -2.213023 -0.110 -0.050 -0.123
C -0.596152 4.304991 -2.195123 -0.360 0.258 0.184
N 0.678448 0.878191 -3.846423 -0.601 0.213 0.714
C 1.349448 1.218791 -5.109723 0.386 0.481 -0.339
C 1.760948 -0.123009 -5.715823 -0.018 0.085 0.150
C 1.928448 -1.003909 -4.482523 -0.216 0.098 -0.067
C 0.727248 -0.574309 -3.655923 -0.067 -0.323 0.168
H -1.633052 1.032591 -5.819123 0.005 0.056 -0.063
H -1.665352 2.793391 -5.579423 0.029 0.016 -0.131
H -4.019752 0.871191 -5.560723 -0.019 -0.062 -0.032
H -3.901152 2.444391 -6.358523 0.013 -0.058 -0.049
H -5.165452 2.331491 -3.975923 -0.046 0.010 0.045
H -3.977152 3.609191 -4.221723 0.028 0.062 0.005
H -3.608552 0.970491 -2.752523 -0.097 0.025 0.072
H -3.040152 2.554591 -2.262123 -0.135 0.030 0.007
H 0.632948 3.864391 -5.069123 0.050 0.069 0.025
H 1.941648 3.754591 -3.881123 0.034 0.026 -0.090
H -0.053552 5.987891 -4.279623 0.006 0.025 -0.004
H 1.660948 6.101491 -3.860523 -0.009 0.003 -0.064
H -0.148752 6.422491 -1.890523 -0.009 0.018 0.080
H 1.210748 5.321291 -1.583423 0.022 -0.017 0.052
H -1.580152 4.601091 -2.582423 -0.062 0.007 0.168
H -0.716352 3.849891 -1.213623 -0.092 0.098 0.117
H 2.241648 1.813291 -4.890723 -0.100 0.006 -0.125
H 0.706148 1.794291 -5.777023 0.061 -0.051 0.006
H 2.663248 -0.034609 -6.315423 -0.006 0.014 -0.042
H 0.963248 -0.515009 -6.345923 -0.031 -0.043 -0.062
H 2.852748 -0.758909 -3.964123 0.156 -0.009 0.073
H 1.915348 -2.064809 -4.712223 0.033 -0.104 0.035
H 0.799348 -0.813109 -2.593323 0.054 -0.064 -0.159
H -0.168952 -1.048509 -4.062323 -0.046 -0.080 0.049
C 1.076848 -2.722909 2.692277 -0.022 -0.053 -0.203
C 1.519548 -1.316009 2.800777 0.105 -0.479 -0.042
N 0.991548 -0.238609 2.213577 -0.395 -0.181 -0.916
C 1.732148 0.838691 2.660377 0.417 0.244 0.298
C 2.693348 0.403391 3.506877 -0.280 0.598 -0.199
N 2.550748 -0.951109 3.589277 -0.690 0.194 -0.512
C 3.485348 -1.778409 4.337377 0.351 -0.203 0.483
N 4.822248 -1.460309 3.964377 0.258 -0.590 -0.728
N 5.552548 -0.571709 4.678277 -0.809 0.378 1.088
N 6.688148 -0.430809 4.169377 0.965 0.654 0.248
C 6.803648 -1.216009 3.061077 -1.153 -0.905 -0.582
C 7.849548 -1.415709 2.162177 -0.212 -0.006 0.081
C 7.612948 -2.287809 1.123477 0.161 0.101 -0.028
C 6.378548 -2.931809 0.955577 -0.114 -0.026 0.027
C 5.329548 -2.745509 1.829777 -0.115 -0.109 -0.041
C 5.568348 -1.893109 2.897177 0.671 0.443 0.137
H 0.200348 -2.785909 2.054877 0.043 -0.021 0.057
H 0.833748 -3.121009 3.678777 -0.104 -0.035 -0.038
H 1.858448 -3.339109 2.250577 0.105 -0.065 -0.006
H 1.573548 1.843091 2.326977 -0.037 0.149 -0.097
H 3.460248 0.924591 4.043977 0.150 0.132 0.089
H 3.278948 -2.833609 4.144077 -0.027 0.177 0.058
H 3.383948 -1.554109 5.406077 -0.007 -0.151 -0.238
H 8.785448 -0.898809 2.287477 0.173 0.030 -0.008
H 8.393248 -2.476409 0.404777 0.109 -0.029 -0.090
H 6.244348 -3.588109 0.109977 0.008 -0.073 -0.081
H 4.375848 -3.232909 1.684577 -0.044 -0.112 -0.045
C -0.148052 -4.015509 -0.645223 0.173 -0.408 0.100
O -0.554552 -2.890809 -1.419623 0.110 0.919 0.144
P -1.335352 -1.623109 -0.857423 -1.308 -1.592 -0.987
O -2.631652 -2.369409 -0.228523 1.439 0.481 -0.366
C -3.947952 -1.812909 -0.293923 -0.711 0.254 0.071
O -1.879452 -0.973609 -2.197423 0.384 0.024 0.844
C -2.543852 -1.737909 -3.217323 -0.173 -0.164 -0.302
H 0.166348 -4.769509 -1.365123 -0.006 0.024 0.131
H -0.977152 -4.399709 -0.053023 -0.041 0.017 -0.001
H 0.692848 -3.745309 -0.010623 0.017 -0.047 0.004
H -4.583552 -2.491809 -0.860623 0.105 -0.097 0.024
H -3.954352 -0.824509 -0.749423 -0.002 -0.079 -0.017
H -4.330252 -1.722109 0.725877 0.035 -0.040 -0.211
H -2.658252 -1.059009 -4.060823 0.043 -0.010 0.057
H -3.527752 -2.069009 -2.888423 0.053 0.047 0.096
H -1.944552 -2.600709 -3.503523 0.008 0.045 0.016
F 1.380148 2.605991 -0.455523 0.460 0.028 -0.187
C 2.158748 1.542491 -0.766223 -0.192 0.041 0.213
C 1.719048 0.284391 -0.357223 -0.173 0.257 -0.463
C 2.646448 -0.733009 -0.578723 -0.291 -0.173 0.281
F 2.324848 -1.975809 -0.150223 0.195 0.069 -0.174
C 3.879748 -0.549909 -1.188423 -0.063 -0.270 0.059
F 4.718148 -1.575409 -1.341923 -0.238 0.251 -0.080
C 4.222948 0.713891 -1.661323 0.002 0.106 -0.061
F 5.357748 0.908491 -2.322723 -0.403 -0.099 0.335
C 3.351948 1.774191 -1.429723 -0.094 0.296 -0.017
F 3.659148 3.006191 -1.839823 0.016 -0.277 0.073
Te -2.354852 -1.681309 2.734377 -0.412 -0.087 1.254
C -2.563052 -3.114009 4.307477 0.195 0.065 -0.187
C -2.145152 -2.916709 5.619077 0.111 0.218 -0.244
C -2.307952 -3.924909 6.552577 -0.006 -0.066 0.120
C -2.901152 -5.126709 6.193477 -0.007 -0.013 -0.128
C -3.328452 -5.322509 4.888277 0.055 -0.133 0.185
C -3.150152 -4.325909 3.948277 0.016 0.329 -0.346
C -3.189352 -0.028309 3.794177 0.212 -0.352 -0.448
C -4.555052 0.173591 3.643577 0.000 -0.194 -0.111
C -5.166952 1.246191 4.268077 -0.020 0.057 0.054
C -4.413152 2.124491 5.030177 -0.009 0.014 -0.061
C -3.047752 1.926891 5.171877 0.018 0.124 0.103
C -2.431352 0.848791 4.555177 0.206 -0.057 -0.045
H -1.695352 -1.975209 5.905177 0.031 0.041 0.089
H -1.964252 -3.776709 7.564777 -0.013 0.042 0.114
H -3.029052 -5.913709 6.921777 -0.003 -0.007 0.077
H -3.794652 -6.253609 4.604077 -0.049 -0.071 -0.024
H -3.486652 -4.471009 2.927977 -0.035 -0.089 0.017
H -5.139952 -0.516109 3.047577 -0.044 0.044 0.006
H -6.230452 1.392591 4.161877 -0.104 0.028 -0.017
H -4.894852 2.961691 5.509577 -0.016 0.096 0.092
H -2.465152 2.605991 5.777977 0.041 0.040 0.041
H -1.367752 0.682391 4.682877 0.045 -0.004 0.037
```
Positions in Å, forces in eV/Å.